# 1
Below is 6 unconnected molecules or ions with the total composition C21H52BN7O13P, with properties calculated with ωB97M-V with the def2-TZVPD basis set.

Cartesian coordinates (Å):
C: 3.10 -1.36 -0.19
C: 2.06 -0.65 -1.13
C: 0.69 -1.42 -1.13
C: 0.02 -1.35 0.31
C: -1.16 -0.28 0.24
C: -2.50 -1.09 0.18
C: -3.82 -0.18 0.08
C: -3.56 1.30 0.46
C: -3.01 2.24 -0.65
C: -2.35 3.52 0.02
C: -0.80 3.47 -0.19
C: -0.33 3.64 -1.68
C: -1.33 4.44 -2.58
N: -4.71 -0.69 1.21
C: -5.18 -2.09 1.03
C: -5.74 -2.33 -0.41
O: -4.94 -1.84 -1.47
C: -4.52 -0.45 -1.29
P: -3.36 -0.22 -2.78
O: -3.93 0.87 -3.69
B: -5.82 0.46 -1.65
N: -6.68 0.04 -2.79
O: -6.26 1.60 -0.94
H: 4.01 -1.70 -0.71
H: 2.62 -2.21 0.35
H: 3.39 -0.62 0.59
H: 1.92 0.40 -0.80
H: 2.46 -0.61 -2.17
H: 0.02 -1.05 -1.93
H: 0.90 -2.49 -1.38
H: -0.33 -2.35 0.64
H: 0.78 -0.91 0.99
H: -1.09 0.30 1.18
H: -0.95 0.34 -0.65
H: -2.50 -1.72 1.10
H: -2.45 -1.81 -0.67
H: -4.53 1.74 0.81
H: -2.88 1.41 1.35
H: -2.25 1.80 -1.33
H: -3.86 2.59 -1.28
H: -2.81 4.45 -0.37
H: -2.55 3.53 1.11
H: -0.38 4.33 0.40
H: -0.37 2.56 0.28
H: -0.24 2.62 -2.12
H: 0.67 4.11 -1.76
H: -0.88 4.72 -3.55
H: -1.69 5.33 -2.03
H: -2.24 3.81 -2.75
H: -5.54 -0.09 1.23
H: -4.25 -0.56 2.12
H: -4.37 -2.82 1.22
H: -5.97 -2.32 1.78
H: -5.77 -3.43 -0.53
H: -6.81 -2.02 -0.47
H: -2.03 0.05 -2.38
H: -3.32 -1.42 -3.56
H: -6.15 -0.52 -3.46
H: -7.41 -0.53 -2.36
H: -6.32 2.29 -1.61
C: 6.41 -1.25 2.08
N: 5.82 -2.57 1.75
O: 6.16 -3.09 0.71
O: 5.03 -3.04 2.54
H: 7.08 -0.96 1.28
H: 5.58 -0.54 2.17
H: 6.94 -1.35 3.02
C: -0.13 -1.83 4.36
N: 0.73 -0.70 3.93
O: 0.17 0.28 3.47
O: 1.92 -0.83 4.06
H: -1.17 -1.57 4.18
H: 0.16 -2.70 3.78
H: 0.05 -2.00 5.42
C: 1.96 3.08 -5.11
N: 2.97 3.25 -4.04
O: 2.57 3.39 -2.90
O: 4.13 3.22 -4.37
H: 0.97 3.13 -4.67
H: 2.10 3.90 -5.82
H: 2.13 2.12 -5.58
C: 9.01 2.00 0.00
N: 8.64 1.44 1.32
O: 8.68 0.23 1.46
O: 8.33 2.23 2.18
H: 9.27 1.18 -0.67
H: 8.15 2.55 -0.38
H: 9.86 2.66 0.15
C: 2.48 -5.48 3.58
N: 1.30 -5.06 4.37
O: 1.48 -4.33 5.31
O: 0.22 -5.46 4.00
H: 3.38 -5.04 4.02
H: 2.53 -6.57 3.61
H: 2.34 -5.12 2.56

Computed properties:
Charge   +1
HOMO-LUMO gap   9.44 eV
2S+1   1
M   652.47 g/mol
LUMO level   -3.047 eV
Highest occupied orbital energy   -12.48 eV

Atom charges from the Mulliken analysis, given in e for atoms 1 to 5: C -0.942; C -0.471; C -0.853; C -0.463; C 1.473

=====

# 2
Below is 5 unconnected molecules or ions with the total composition C21H52FN2O11P, with properties calculated with ωB97M-V with the def2-TZVPD basis set.

Cartesian coordinates (Å):
N: -3.57 3.84 -3.51
P: -3.50 3.86 -1.96
N: -3.36 5.41 -1.21
C: -1.99 6.01 -1.18
C: -0.97 5.21 -0.35
C: 0.30 4.75 -1.12
C: 0.53 3.24 -1.12
O: 1.05 2.85 -2.39
C: -4.26 6.28 -1.83
O: -4.02 7.22 -2.52
O: -5.61 5.92 -1.52
F: -5.84 6.64 -0.31
H: -4.46 3.46 -3.83
H: -2.36 3.24 -1.44
H: -4.60 3.29 -1.30
H: -1.63 6.20 -2.20
H: -2.12 6.99 -0.72
H: -0.64 5.89 0.45
H: -1.44 4.37 0.17
H: 0.26 5.07 -2.16
H: 1.17 5.24 -0.67
H: -0.42 2.72 -0.92
H: 1.22 2.94 -0.32
H: 1.04 1.88 -2.41
C: -0.13 -2.40 -2.52
O: 0.71 -1.30 -2.22
C: 1.46 -1.47 -1.03
C: 2.87 -1.96 -1.30
O: 2.90 -3.24 -1.89
C: 3.05 -3.21 -3.31
H: -0.40 -2.33 -3.58
H: 0.37 -3.35 -2.35
H: -1.05 -2.37 -1.92
H: 0.95 -2.16 -0.35
H: 1.51 -0.50 -0.53
H: 3.39 -2.03 -0.34
H: 3.40 -1.23 -1.92
H: 4.10 -3.05 -3.58
H: 2.43 -2.44 -3.77
H: 2.74 -4.18 -3.69
C: 1.59 -1.40 3.10
O: 0.80 -0.38 2.53
C: -0.56 -0.76 2.33
C: -1.47 -0.27 3.43
O: -1.16 -0.85 4.69
C: -0.36 -0.02 5.51
H: 2.49 -0.93 3.50
H: 1.08 -1.91 3.92
H: 1.89 -2.14 2.35
H: -0.64 -1.85 2.22
H: -0.88 -0.30 1.39
H: -2.50 -0.57 3.18
H: -1.45 0.82 3.50
H: -0.96 0.75 5.99
H: 0.44 0.45 4.94
H: 0.08 -0.65 6.28
C: -4.14 4.20 6.45
O: -5.43 4.07 5.88
C: -5.43 3.96 4.47
C: -5.52 2.53 3.99
O: -4.40 1.75 4.38
C: -4.62 0.98 5.55
H: -4.23 3.95 7.51
H: -3.43 3.52 5.99
H: -3.78 5.22 6.36
H: -4.54 4.44 4.05
H: -6.30 4.51 4.10
H: -5.54 2.54 2.89
H: -6.44 2.07 4.34
H: -5.18 0.07 5.30
H: -5.17 1.54 6.31
H: -3.65 0.70 5.95
C: 4.13 -7.09 -5.00
O: 4.94 -5.96 -4.73
C: 5.68 -6.08 -3.52
C: 7.10 -6.54 -3.76
O: 7.17 -7.83 -4.32
C: 7.33 -7.84 -5.73
H: 3.88 -7.06 -6.06
H: 4.65 -8.02 -4.79
H: 3.20 -7.05 -4.42
H: 5.17 -6.76 -2.83
H: 5.70 -5.09 -3.05
H: 7.62 -6.58 -2.80
H: 7.63 -5.82 -4.40
H: 8.38 -7.65 -6.00
H: 6.70 -7.10 -6.22
H: 7.05 -8.83 -6.09

Computed properties:
Charge   0
HOMO-LUMO gap   8.88 eV
2S+1   1
M   558.62 g/mol
LUMO level   -0.443 eV
Highest occupied orbital energy   -9.32 eV
SMILES   N=[PH2]N(CCCCO)C(=O)OF.COCCOC.COCCOC.COCCOC.COCCOC

Atom charges from the Mulliken analysis, given in e for atoms 1 to 5: N -0.707; P 0.370; N 0.050; C -0.774; C -0.852

=====

# 3
Below is 4 unconnected molecules or ions with the total composition C21H52N4O, with properties calculated with ωB97M-V with the def2-TZVPD basis set.

Cartesian coordinates (Å):
C: 3.50 -0.99 4.60
C: 4.64 -0.16 4.04
N: 4.38 0.25 2.64
C: 4.48 -0.88 1.74
C: 3.57 -0.82 0.53
C: 5.33 1.31 2.27
C: 4.98 2.07 0.99
H: 3.42 -1.96 4.12
H: 2.54 -0.51 4.37
H: 3.59 -1.06 5.68
H: 4.72 0.77 4.61
H: 5.56 -0.76 4.06
H: 5.53 -1.05 1.42
H: 4.24 -1.83 2.22
H: 3.51 0.18 0.12
H: 3.82 -1.60 -0.19
H: 2.53 -1.04 0.81
H: 6.34 0.87 2.19
H: 5.37 2.03 3.09
H: 5.42 3.06 0.95
H: 3.90 2.18 0.90
H: 5.26 1.49 0.10
C: -5.38 -4.09 -2.58
C: -3.94 -3.54 -2.55
N: -3.80 -2.16 -2.19
C: -4.21 -1.20 -3.19
C: -3.61 -1.42 -4.57
C: -4.23 -1.79 -0.87
C: -3.82 -2.75 0.26
H: -6.06 -3.33 -2.95
H: -5.70 -4.41 -1.58
H: -5.41 -4.99 -3.19
H: -3.31 -4.17 -1.91
H: -3.48 -3.72 -3.53
H: -5.32 -1.17 -3.29
H: -3.97 -0.21 -2.78
H: -4.17 -2.19 -5.09
H: -3.86 -0.51 -5.14
H: -2.54 -1.58 -4.52
H: -5.33 -1.64 -0.85
H: -3.78 -0.82 -0.63
H: -4.04 -3.79 0.04
H: -4.34 -2.40 1.16
H: -2.75 -2.66 0.48
C: -0.66 3.59 -3.40
C: -0.53 2.67 -2.22
N: 0.85 2.25 -2.00
C: 1.09 1.83 -0.65
C: 1.12 2.95 0.39
C: 1.22 1.21 -2.95
C: 2.71 0.89 -2.96
H: -1.71 3.69 -3.70
H: -0.16 3.23 -4.30
H: -0.29 4.59 -3.16
H: -0.89 3.20 -1.33
H: -1.14 1.75 -2.29
H: 0.45 1.00 -0.27
H: 2.11 1.46 -0.56
H: 0.14 3.42 0.59
H: 1.49 2.59 1.36
H: 1.81 3.78 0.18
H: 0.89 1.52 -3.94
H: 0.65 0.29 -2.69
H: 3.26 1.81 -2.75
H: 2.96 0.54 -3.96
H: 2.97 0.14 -2.22
C: -0.89 0.80 4.25
N: -2.04 0.38 3.52
C: -2.01 0.66 2.10
C: -2.93 -0.48 4.06
O: -3.82 -1.08 3.49
H: -0.81 1.89 4.31
H: 0.02 0.46 3.73
H: -0.86 0.35 5.24
H: -2.77 0.07 1.59
H: -2.10 1.73 1.90
H: -1.01 0.39 1.73
H: -2.72 -0.57 5.14

Computed properties:
Charge   0
HOMO-LUMO gap   8.53 eV
ΔE to the lowest compared entry with this formula, charge and spin   16.8 kcal/mol
2S+1   1
M   376.67 g/mol
LUMO level   0.660 eV
Highest occupied orbital energy   -7.87 eV
SMILES   CCN(CC)CC.CCN(CC)CC.CCN(CC)CC.CN(C)C=O

Atom charges from the Mulliken analysis, given in e for atoms 1 to 5: C -1.070; C -0.440; N 0.395; C -0.823; C -0.552

=====

# 4
Below is 7 unconnected molecules or ions with the total composition C21H53FNO7, with properties calculated with ωB97M-V with the def2-TZVPD basis set.

Cartesian coordinates (Å):
C: -0.88 -0.41 -0.75
C: 0.09 -0.38 0.45
C: 1.36 0.36 -0.03
C: 0.41 -1.82 0.79
C: 1.25 -1.88 2.04
F: 1.58 -3.20 2.34
C: 0.44 -1.30 3.19
C: -0.05 0.13 2.92
C: 1.08 1.11 3.24
C: -1.19 0.42 3.91
N: -0.63 0.30 1.55
O: -0.90 1.53 1.28
H: -0.56 -1.15 -1.47
H: -1.88 -0.62 -0.40
H: -0.90 0.57 -1.21
H: 2.26 -0.23 0.11
H: 1.50 1.33 0.42
H: 1.29 0.51 -1.09
H: -0.52 -2.33 1.02
H: 0.94 -2.28 -0.03
H: 2.18 -1.33 1.96
H: 1.04 -1.27 4.08
H: -0.40 -1.97 3.34
H: 1.96 0.99 2.63
H: 1.37 0.93 4.27
H: 0.72 2.13 3.20
H: -1.83 1.20 3.51
H: -1.79 -0.48 3.98
H: -0.81 0.69 4.88
C: 1.80 -2.25 -4.18
C: 2.81 -1.48 -3.35
O: 2.81 -1.91 -1.99
H: 0.80 -2.13 -3.77
H: 1.80 -1.91 -5.22
H: 2.03 -3.32 -4.17
H: 2.57 -0.42 -3.35
H: 3.81 -1.60 -3.77
H: 3.04 -2.85 -1.98
C: -4.60 2.32 4.16
C: -5.55 1.27 4.71
O: -4.85 0.03 4.83
H: -4.20 1.97 3.21
H: -5.09 3.28 4.00
H: -3.76 2.46 4.84
H: -6.38 1.10 4.02
H: -5.96 1.57 5.68
H: -4.12 0.19 5.44
C: -1.38 5.15 1.68
C: -2.66 4.49 2.16
O: -3.19 3.60 1.17
H: -1.56 5.70 0.76
H: -0.98 5.83 2.43
H: -0.62 4.39 1.47
H: -3.42 5.24 2.35
H: -2.48 3.93 3.08
H: -2.53 2.92 1.00
C: 6.51 -5.55 -1.16
C: 5.87 -4.18 -1.05
O: 4.44 -4.27 -1.05
H: 6.19 -6.05 -2.07
H: 7.60 -5.47 -1.18
H: 6.23 -6.18 -0.31
H: 6.14 -3.56 -1.90
H: 6.20 -3.67 -0.13
H: 4.18 -4.81 -0.29
C: 3.87 -1.22 -8.01
C: 4.88 -0.46 -7.18
O: 4.89 -0.91 -5.83
H: 2.87 -1.11 -7.59
H: 3.85 -0.86 -9.04
H: 4.10 -2.29 -8.03
H: 4.64 0.60 -7.16
H: 5.88 -0.57 -7.61
H: 5.12 -1.84 -5.83
C: -6.44 1.80 -0.44
C: -6.98 3.07 0.19
O: -6.11 3.55 1.21
H: -6.31 1.02 0.32
H: -7.11 1.42 -1.21
H: -5.46 1.98 -0.90
H: -7.94 2.88 0.66
H: -7.11 3.84 -0.57
H: -5.25 3.73 0.81

Computed properties:
<S²>   0.754
Charge   0
HOMO-LUMO gap (spin up / spin down)   9.44 / 9.44 eV
2S+1   2
M   450.65 g/mol
LUMO level (spin up / spin down)   0.564 / -0.158 eV
Highest occupied orbital energy (spin up / spin down)   -8.87 / -9.60 eV

Atom charges from the Mulliken analysis, given in e for atoms 1 to 5: C -1.989; C 1.907; C -1.458; C -1.530; C 0.537

=====

# 5
Below is 5 unconnected molecules or ions with the total composition C21H53N3O22P5, with properties calculated with ωB97M-V with the def2-TZVPD basis set.

Cartesian coordinates (Å):
C: 0.40 -2.31 -1.19
C: 0.07 -0.87 -0.49
N: 0.85 -0.43 0.58
C: -1.18 0.14 -0.95
N: -2.23 0.07 0.14
P: -2.61 -1.58 0.67
O: -2.75 -2.71 -0.64
O: -1.59 -2.14 1.96
C: -3.43 0.94 -0.12
C: -3.49 2.04 1.14
N: -2.09 2.50 1.55
C: -4.89 0.20 -0.14
O: -5.11 -0.70 -1.31
C: -6.00 -1.82 -0.96
C: -7.39 -1.73 -0.09
O: -5.67 -3.05 -1.43
C: -3.34 1.87 -1.49
O: -3.08 3.20 -1.42
O: -3.47 1.33 -2.87
H: 0.18 -3.14 -0.36
H: 1.51 -2.45 -1.52
H: -0.35 -2.58 -2.07
H: 0.50 0.51 0.92
H: -0.67 1.22 -1.04
H: -1.53 -0.20 -2.01
H: -3.23 -3.55 -0.30
H: -1.65 -1.56 2.78
H: -4.23 2.93 0.91
H: -3.95 1.47 2.06
H: -1.64 1.78 2.19
H: -1.46 2.59 0.72
H: -5.70 1.07 -0.27
H: -5.19 -0.32 0.89
H: -8.34 -2.15 -0.65
H: -7.24 -2.44 0.85
H: -7.63 -0.67 0.36
C: -3.87 7.53 3.33
O: -2.49 7.24 3.54
P: -2.07 5.66 4.10
O: -3.11 5.01 3.18
O: -2.75 5.99 5.56
C: -2.23 7.08 6.30
O: -1.64 4.08 4.65
C: -0.47 4.04 5.45
H: -3.99 8.62 3.34
H: -4.18 7.16 2.34
H: -4.50 7.10 4.11
H: -2.94 7.91 6.25
H: -1.27 7.41 5.91
H: -2.11 6.78 7.34
H: -0.65 4.52 6.41
H: 0.35 4.54 4.93
H: -0.20 2.99 5.62
C: 7.82 -2.19 -1.88
O: 6.43 -1.93 -1.73
P: 5.87 -1.39 -0.18
O: 7.09 -0.50 0.00
O: 6.17 -2.89 0.45
C: 5.50 -3.99 -0.12
O: 5.30 -0.86 1.36
C: 3.97 -1.24 1.66
H: 7.95 -2.84 -2.75
H: 8.35 -1.26 -2.07
H: 8.24 -2.69 -1.01
H: 6.21 -4.56 -0.73
H: 4.66 -3.67 -0.75
H: 5.13 -4.63 0.68
H: 3.92 -2.32 1.82
H: 3.31 -0.95 0.85
H: 3.66 -0.73 2.58
C: 8.61 -5.81 1.74
O: 8.59 -6.66 0.60
P: 7.53 -8.03 0.61
O: 6.42 -7.21 1.29
O: 8.46 -8.75 1.77
C: 9.82 -9.00 1.46
O: 6.47 -9.40 0.63
C: 6.93 -10.50 -0.12
H: 9.55 -5.25 1.73
H: 7.78 -5.10 1.68
H: 8.55 -6.38 2.67
H: 10.45 -8.28 1.99
H: 10.00 -8.92 0.38
H: 10.08 -10.01 1.79
H: 7.80 -10.95 0.36
H: 7.20 -10.18 -1.13
H: 6.14 -11.25 -0.18
C: -4.87 4.59 -3.06
O: -4.58 5.52 -4.10
P: -5.86 5.99 -5.17
O: -6.86 6.04 -4.02
O: -5.86 4.48 -5.83
C: -4.67 4.02 -6.43
O: -7.13 6.45 -6.24
C: -6.71 6.79 -7.55
H: -3.93 4.14 -2.74
H: -5.32 5.12 -2.22
H: -5.54 3.80 -3.41
H: -4.20 3.28 -5.78
H: -3.97 4.84 -6.61
H: -4.91 3.54 -7.39
H: -6.36 5.89 -8.07
H: -5.90 7.53 -7.50
H: -7.55 7.21 -8.10

Computed properties:
Charge   -1
HOMO-LUMO gap   2.68 eV
ΔE to the lowest compared entry with this formula, charge and spin   138.4 kcal/mol
2S+1   1
M   854.52 g/mol
LUMO level   -2.192 eV
Highest occupied orbital energy   -4.87 eV

Atom charges from the Mulliken analysis, given in e for atoms 1 to 5: C -0.948; C 0.275; N -0.434; C -0.567; N 0.916